(1)
89
Properties=species:S:1:pos:R:3:forces:R:3:lowdin_charge:R:1 method="wB97M-V/def2-TZVPD" spin_multiplicity=1 e_homo_ev=-13.8 charge=+2 energy_ha=-3284.07052 fmax_ev_per_a=0.31
Os -0.5408 0.0671 1.2689 0.008 -0.002 0.216 1.64
C 1.0209 1.7086 3.3800 0.002 0.006 -0.031 -0.06
N 0.1943 0.4823 3.2707 0.059 -0.019 -0.013 -0.37
C 0.9872 -0.6262 3.8556 0.012 0.002 0.016 -0.04
C -1.0586 0.6846 4.0490 -0.065 -0.016 -0.059 -0.15
C -1.9639 1.5914 3.2449 0.009 -0.018 0.011 -0.11
N -1.8437 1.2023 1.8181 -0.129 -0.046 -0.196 -0.14
C -2.8611 1.7409 0.9668 -0.004 0.038 0.056 -0.14
C -2.6148 2.9124 0.2682 -0.002 -0.019 -0.035 -0.16
F -1.4330 3.5295 0.4340 0.036 0.011 -0.023 0.09
C -3.5747 3.4514 -0.5661 0.021 0.016 -0.017 -0.20
F -3.2850 4.5525 -1.2488 -0.008 -0.006 0.015 0.14
C -4.8122 2.8495 -0.6831 -0.002 0.003 -0.012 0.13
C -5.0820 1.7171 0.0622 0.025 0.031 0.010 -0.19
F -6.2724 1.1433 -0.0031 -0.045 -0.025 -0.001 0.15
C -4.1252 1.1688 0.9022 0.030 0.036 -0.014 -0.15
F -4.4172 0.1314 1.6706 -0.022 -0.043 0.011 0.14
H 1.2706 1.8853 4.4275 0.000 0.003 0.000 0.12
H 0.4754 2.5711 3.0043 -0.008 0.016 -0.014 0.08
H 1.9427 1.5860 2.8181 0.010 -0.008 -0.013 0.09
H 1.2252 -0.4027 4.8977 -0.007 0.002 -0.002 0.12
H 1.9184 -0.7263 3.2982 0.002 0.003 0.001 0.10
H 0.4283 -1.5511 3.7926 -0.006 -0.007 0.001 0.06
H -0.8330 1.1108 5.0285 -0.012 -0.001 0.012 0.15
H -1.5383 -0.2841 4.1876 0.024 -0.005 0.011 0.10
H -1.7183 2.6533 3.3235 -0.005 0.000 0.005 0.14
H -3.0063 1.4653 3.5398 0.005 -0.004 0.021 0.15
H -5.5702 3.2727 -1.3286 0.001 0.000 0.000 0.16
C 4.1383 -1.5399 -6.5423 0.009 0.007 0.001 -0.10
C 4.0627 -0.3079 -5.6473 -0.023 -0.020 -0.029 -0.29
S 2.5239 -0.2951 -4.7663 0.150 0.127 0.144 0.65
O 2.4950 -1.4228 -3.8552 -0.041 -0.055 -0.067 -0.33
O 1.4373 -0.0989 -5.6830 -0.026 -0.063 -0.101 -0.29
C 2.5590 1.1642 -3.7231 0.016 -0.096 -0.038 -0.18
C 3.3951 1.0047 -2.4512 -0.013 0.015 -0.074 -0.09
N 2.5547 1.2936 -1.2718 0.108 -0.085 0.148 0.09
C 1.8307 0.3772 -0.6162 -0.135 0.027 -0.114 -0.28
N 1.0629 0.9838 0.3085 0.181 -0.073 0.168 -0.05
C 1.3489 2.3287 0.2700 0.073 -0.120 0.053 -0.05
C 2.2519 2.5166 -0.7156 -0.011 0.071 -0.034 -0.11
N 2.7252 3.7975 -1.1923 0.037 -0.031 0.060 -0.32
O 3.3179 3.8161 -2.2508 -0.004 -0.013 -0.032 0.12
O 2.4613 4.7423 -0.4897 -0.020 0.018 -0.005 0.15
C 1.9059 -1.0924 -0.8090 0.140 -0.031 0.077 0.05
H 5.0849 -1.5292 -7.0788 -0.002 -0.004 -0.003 0.09
H 3.3301 -1.5380 -7.2710 0.001 -0.001 -0.005 0.09
H 4.0850 -2.4541 -5.9541 0.003 -0.002 0.000 0.08
H 4.0906 0.6198 -6.2206 0.003 0.001 0.002 0.11
H 4.8558 -0.2962 -4.8966 -0.007 0.004 0.004 0.11
H 1.4973 1.2579 -3.4756 0.155 0.032 -0.020 0.08
H 2.8335 2.0365 -4.3135 0.051 -0.024 -0.027 0.12
H 4.2483 1.6723 -2.4352 -0.008 0.006 0.025 0.13
H 3.7444 -0.0180 -2.3334 0.026 0.042 -0.032 0.12
H 0.8552 3.0719 0.8651 0.019 0.025 0.050 0.12
H 2.4336 -1.5507 0.0314 0.015 0.026 0.001 0.11
H 2.4083 -1.3663 -1.7341 -0.077 0.019 0.021 0.06
H 0.9043 -1.5105 -0.8589 -0.020 -0.047 0.028 0.07
F 1.8313 -5.4616 4.7991 -0.006 0.008 -0.001 0.13
C 0.7648 -4.6745 4.8006 -0.002 -0.018 -0.009 -0.19
C -0.0673 -4.6294 3.7600 -0.008 -0.019 0.021 0.06
N -1.1787 -3.7981 3.7588 0.004 0.024 0.004 0.00
C -2.0853 -3.7248 2.6369 -0.006 -0.019 -0.002 -0.02
C -2.0807 -2.4108 1.8678 0.045 -0.099 -0.028 -0.54
O -3.0024 -2.0861 1.1780 -0.060 0.052 0.009 0.10
O -0.9463 -1.6918 2.0041 0.178 0.107 -0.001 -0.21
C -1.4733 -2.9759 4.8234 0.038 0.027 -0.005 -0.49
O -2.3971 -2.1818 4.7758 -0.008 0.001 -0.006 0.08
N -0.6262 -3.0852 5.8960 -0.020 -0.027 0.004 0.23
C 0.5409 -3.8617 6.0006 0.022 0.033 -0.003 -0.38
O 1.2494 -3.8097 6.9661 -0.012 -0.016 0.001 0.15
H 0.0857 -5.2470 2.8864 0.002 0.004 -0.004 0.15
H -3.1126 -3.8658 2.9683 -0.013 -0.012 -0.006 0.16
H -1.8489 -4.5272 1.9366 0.017 0.018 0.002 0.15
H -0.8654 -2.5341 6.7104 0.004 0.010 -0.005 0.18
N -1.7700 -1.5468 -2.5108 0.027 -0.015 -0.041 0.18
C -1.6082 -1.5393 -1.1892 0.074 -0.080 0.072 -0.13
N -1.1894 -0.3702 -0.7305 -0.219 0.182 -0.118 -0.03
C -1.0777 0.4551 -1.8745 0.073 -0.068 0.017 -0.19
C -0.6788 1.7819 -2.0475 -0.171 0.073 0.070 -0.04
C -0.6571 2.2911 -3.3313 -0.183 0.011 -0.003 -0.06
C -1.0145 1.5131 -4.4431 -0.090 0.043 0.018 -0.06
C -1.4172 0.2048 -4.2920 -0.038 0.033 0.018 0.02
C -1.4385 -0.2941 -2.9947 -0.005 0.024 -0.090 -0.16
H -2.0834 -2.3388 -3.0506 0.011 0.006 0.000 0.19
H -1.7732 -2.4192 -0.5977 -0.098 0.052 0.032 0.13
H -0.4080 2.4147 -1.2183 -0.125 -0.033 -0.114 0.08
H -0.3621 3.3214 -3.4841 0.000 0.017 0.006 0.13
H -0.9720 1.9473 -5.4320 0.013 -0.018 0.000 0.13
H -1.6920 -0.4053 -5.1414 0.032 -0.003 0.005 0.13

(2)
80
Properties=species:S:1:pos:R:3:forces:R:3:lowdin_charge:R:1 method="wB97M-V/def2-TZVPD" spin_multiplicity=1 e_homo_ev=-7.3 energy_ha=-3629.43624 fmax_ev_per_a=1.81
Lu -0.3485 -0.0157 -0.3722 1.526 0.751 0.375 1.72
N -8.8406 0.0673 0.2101 -0.288 0.017 0.000 0.11
C -7.4836 0.0387 0.3996 0.300 0.070 0.053 -0.32
C -6.8852 -0.9288 1.2155 0.045 0.083 -0.082 -0.02
C -5.5209 -0.9208 1.4275 -0.067 -0.052 0.135 -0.07
C -4.7390 0.0517 0.8288 0.787 -0.007 -0.021 -0.29
C -5.3138 1.0312 0.0366 0.036 0.027 -0.075 -0.07
C -6.6753 1.0227 -0.1805 -0.060 -0.085 -0.016 -0.02
S -2.9702 0.1156 1.0712 -0.486 0.064 1.066 0.61
O -2.6804 0.2606 2.4829 -0.572 -0.267 -0.086 -0.30
O -2.4745 1.2155 0.2532 0.055 -0.198 -0.415 -0.38
N -2.1579 -1.1346 0.4672 -0.431 1.473 -0.308 -0.21
C -2.0125 -2.2752 1.1396 0.410 -1.530 0.884 -0.49
N -2.9749 -2.7486 1.9435 -0.090 0.381 -0.300 0.14
C -2.7440 -3.9003 2.5430 0.204 -0.352 0.061 -0.12
C -1.5823 -4.6324 2.3497 -0.019 0.133 -0.002 -0.06
C -0.6322 -4.0451 1.5245 -0.093 -0.263 0.218 -0.13
N -0.8134 -2.8738 0.9489 -0.321 0.201 -0.136 0.12
H -9.3822 -0.7450 0.4524 0.054 0.072 -0.090 0.10
H -9.1984 0.6365 -0.5387 -0.022 -0.131 0.067 0.10
H -7.5043 -1.6842 1.6750 -0.044 -0.118 0.094 0.11
H -5.0374 -1.6625 2.0422 -0.042 -0.131 0.066 0.09
H -4.6761 1.7894 -0.3915 -0.028 0.090 -0.131 0.11
H -7.1354 1.7701 -0.8105 0.010 0.140 -0.038 0.11
H -3.5286 -4.2487 3.2051 -0.001 -0.092 0.039 0.11
H -1.4067 -5.5762 2.8380 -0.023 -0.088 0.016 0.09
H 0.3220 -4.5311 1.3405 0.002 -0.003 -0.001 0.11
O 1.3430 -2.0984 -3.6383 -0.095 0.013 0.143 0.04
C 1.1714 -1.3398 -2.6917 0.777 0.203 -0.888 -0.63
O 0.4188 -1.5241 -1.6914 -0.227 -0.294 0.402 -0.21
C 1.9583 -0.0175 -2.7049 0.070 -0.248 -0.237 -0.19
C 2.6596 0.3186 -3.8582 -0.029 -0.052 0.027 0.00
C 3.3354 1.5230 -3.9067 -0.127 -0.063 0.179 -0.05
C 3.3155 2.3287 -2.7771 -0.008 -0.131 0.030 -0.05
C 2.6220 1.8905 -1.6594 0.121 0.287 0.151 -0.13
N 1.9350 0.7510 -1.6123 -0.228 -0.493 -0.411 0.06
H 2.6476 -0.3820 -4.6805 -0.045 0.028 -0.011 0.12
H 3.8635 1.8252 -4.7996 0.044 0.032 -0.037 0.11
H 3.8257 3.2805 -2.7650 0.015 0.029 0.094 0.10
H 2.6108 2.4891 -0.7576 -0.120 0.090 -0.005 0.10
N 0.1295 0.5106 2.1123 -0.589 0.321 0.033 -0.06
C 1.3984 0.9998 2.6711 0.307 -0.162 0.054 -0.25
C 2.4332 -0.1184 2.7743 -0.106 0.205 -0.458 -0.19
C 2.8514 -0.6678 1.4117 0.138 0.057 0.369 -0.26
N 1.7084 -1.2680 0.7244 0.211 -0.382 -0.328 -0.06
H -0.5833 1.2390 2.1881 0.117 -0.119 0.196 0.06
H -0.2190 -0.2483 2.7020 -0.052 0.202 -0.173 0.09
H 1.2626 1.4337 3.6740 -0.066 0.034 -0.265 0.12
H 1.7859 1.7734 2.0037 -0.019 0.041 0.089 0.09
H 2.0162 -0.9313 3.3749 0.069 -0.072 0.145 0.11
H 3.3203 0.2662 3.2855 -0.101 -0.079 0.050 0.11
H 3.6745 -1.3862 1.5674 -0.167 0.159 -0.149 0.11
H 3.2276 0.1481 0.7864 0.030 -0.068 0.046 0.10
H 1.3253 -2.0311 1.2840 -0.040 0.211 -0.187 0.06
H 2.0210 -1.7018 -0.1430 -0.137 0.022 0.143 0.07
C -1.7601 -0.1141 -3.5221 0.098 -0.298 -0.147 -0.16
N -1.1551 0.6846 -2.4696 -0.127 0.748 0.231 -0.08
C -1.2204 1.9726 -2.5625 -0.110 -0.230 -0.260 -0.10
C -0.6953 2.8426 -1.5832 0.236 0.595 0.372 -0.35
C -0.8016 4.2449 -1.5394 -0.121 -0.394 -0.201 -0.06
C -0.2760 4.6406 -0.3231 0.106 0.039 0.135 -0.10
C 0.1340 3.4677 0.3153 0.126 -0.069 0.202 -0.20
N -0.0945 2.3768 -0.4254 -0.365 -0.159 -0.290 -0.09
C -2.4104 -1.3413 -2.9293 -0.282 -0.019 -0.242 -0.22
C -3.5644 -1.2097 -2.1637 -0.002 -0.129 -0.310 -0.06
C -4.1644 -2.3196 -1.5949 -0.141 0.050 -0.059 -0.09
C -3.6106 -3.5741 -1.7820 -0.084 -0.049 0.060 -0.09
C -2.4732 -3.7140 -2.5586 0.065 -0.102 -0.024 -0.07
C -1.8738 -2.6074 -3.1348 -0.141 0.093 -0.046 -0.04
H -0.9741 -0.4332 -4.2213 -0.178 0.051 0.028 0.12
H -2.5016 0.4859 -4.0741 0.185 -0.121 0.051 0.12
H -1.7280 2.4387 -3.4181 0.111 -0.081 0.092 0.14
H -1.2265 4.8741 -2.2985 -0.108 0.090 -0.185 0.10
H -0.2074 5.6376 0.0736 0.042 0.107 0.019 0.08
H 0.5848 3.4121 1.2953 0.021 -0.104 0.050 0.09
H -4.0090 -0.2350 -2.0231 0.014 0.162 0.040 0.10
H -5.0624 -2.2007 -1.0049 -0.056 0.003 0.054 0.10
H -4.0727 -4.4419 -1.3312 -0.028 -0.061 0.017 0.10
H -2.0496 -4.6938 -2.7222 0.067 -0.099 0.001 0.10
H -0.9843 -2.7270 -3.7370 0.088 0.023 0.034 0.10